C23H28BFN | wB97M-V/def2-TZVPD

```
! wB97M-V def2-TZVPD RIJCOSX def2/J DEFGRID3
* xyz 1 1
F -0.07 -4.41 5.09
C -0.67 -3.45 4.31
C -2.06 -3.29 4.41
C -2.65 -2.30 3.62
C -1.88 -1.49 2.79
C -0.46 -1.54 2.82
C 0.29 -0.44 2.29
C 1.64 -0.15 2.70
C 2.45 0.78 1.98
C 3.69 1.19 2.48
C 4.18 0.70 3.71
C 3.41 -0.22 4.43
C 2.18 -0.63 3.95
C 0.13 -2.66 3.50
H -2.64 -3.90 5.10
H -3.74 -2.16 3.65
H -2.34 -0.77 2.11
H -0.32 0.44 1.93
H 2.08 1.16 1.03
H 4.27 1.93 1.93
H 5.12 1.07 4.13
H 3.74 -0.59 5.41
H 1.58 -1.29 4.57
H 1.20 -2.86 3.45
C -2.05 -1.39 -2.75
C -0.56 -1.16 -2.61
N -0.24 0.23 -2.07
C 1.27 0.39 -2.27
C 1.72 1.81 -2.02
C -0.93 1.22 -2.97
C -0.57 1.14 -4.31
C -1.17 2.02 -5.22
C -2.12 2.95 -4.76
C -2.48 3.00 -3.42
C -1.87 2.12 -2.50
B -0.66 0.44 -0.51
H 0.04 -0.34 0.26
H -2.19 -2.40 -3.15
H -2.58 -1.30 -1.81
H -2.49 -0.69 -3.48
H -0.07 -1.91 -1.99
H -0.10 -1.20 -3.60
H 1.78 -0.35 -1.65
H 1.47 0.13 -3.31
H 2.80 1.87 -2.20
H 1.22 2.51 -2.71
H 1.53 2.14 -0.99
H 0.15 0.41 -4.69
H -0.88 1.97 -6.27
H -2.59 3.64 -5.46
H -3.22 3.69 -3.03
H -2.12 2.14 -1.44
H -0.39 1.61 -0.17
H -1.83 0.18 -0.31
*
```

Output
- energy relative to the best compared isomer or geometry (same formula, charge and spin) (kcal/mol) = 7.5
- DFT total energy (a.u.) = -1072.38359
- highest occupied orbital energy (eV) = -11.957